Here is a structure of composition C6H12O2Rb at a distorted geometry from OMol25. Energies are from ωB97M-V/def2-TZVPD.

Summary:
**Energy above the lowest of the compared OMol25 structures with the same formula, charge and spin**: 33.5 kcal/mol
**Strongest force on any atom**: 2.7 eV/Å
**Highest occupied orbital energy**: -12.00 eV
**E_tot**: -11161.112 eV
**Net charge**: +1
**Orbital gap**: 8.0 eV

Geometry (Å):
Rb -0.1711 4.0492 2.7762
C -4.0690 1.7266 -2.2816
C -3.1482 1.0738 -1.2648
O -2.9069 1.5639 -0.1958
C -2.5335 -0.2806 -1.7408
H -3.8079 1.5041 -3.3162
H -3.8459 2.7861 -2.1561
H -5.1419 1.5404 -2.2335
H -2.2945 -0.0476 -2.7785
H -3.2488 -1.1002 -1.8100
H -1.6546 -0.3879 -1.1052
C 2.6530 -2.1039 0.8178
C 2.8358 -0.8298 1.7036
O 1.9007 -0.1036 1.9107
C 4.1701 -0.6411 2.3536
H 2.5658 -3.0243 1.3950
H 3.4609 -2.2177 0.0949
H 1.7078 -1.9412 0.2999
H 5.0143 -0.6853 1.6654
H 4.2934 -1.2890 3.2214
H 4.2206 0.4083 2.6440

Here are the natural (NBO) charges for atoms 1 to 8, given in e: 0.999, -0.743, 0.630, -0.578, -0.723, 0.225, 0.232, 0.256